[1]
89
Properties=species:S:1:pos:R:3:forces:R:3 method="wB97M-V/def2-TZVPD" max_force_ha_per_bohr=0.0540 multiplicity=4 total_energy_ev=-197935.2034 e_above_lowest_kcal_mol=40.91 total_charge=0 lumo_ev="-0.331 / -0.321" s2=3.758 e_homo_ev="-6.1 / -6.2"
Nd 9.6418 -16.1724 -3.3199 2.69 0.47 -0.52
Te 5.5175 -16.7763 -3.4633 -1.65 -0.66 0.03
Se 12.5430 -16.2038 -2.1832 -0.08 -0.20 -0.19
Se 11.5037 -17.3592 -5.2985 -0.06 -0.75 0.20
O 8.8719 -15.6826 -0.8699 -0.49 -0.25 -0.04
O 14.9875 -17.5297 -6.0050 -0.14 -0.58 -0.31
O 15.8413 -19.1268 -2.2228 0.05 0.40 0.50
N 9.1849 -18.7534 -2.6733 0.95 -0.69 -0.31
C 2.7800 -17.5225 -5.0265 1.59 -1.05 -0.71
C 9.7105 -14.8367 -6.9851 -0.22 -0.60 0.93
C 3.6047 -15.9033 -1.2092 -0.75 1.14 -0.24
C 4.7529 -18.0048 -0.7219 0.50 0.35 -0.89
C 4.3650 -19.3511 -4.6895 -2.05 -0.52 -1.58
C 2.0212 -18.3476 -5.8683 -0.05 0.07 0.17
C 8.4108 -14.3147 -4.7677 0.13 -0.16 -1.82
C 7.7158 -12.8842 -2.7027 -0.07 0.77 0.49
C 4.4793 -16.8972 -1.5731 1.35 -1.35 -0.46
C 2.3415 -19.6870 -6.0392 1.20 -0.34 0.83
C 10.1077 -13.2028 -3.6738 -0.51 -0.86 0.80
C 7.7799 -20.3662 -3.7185 0.40 0.12 0.12
C 4.0842 -18.0879 0.4825 0.39 -0.71 0.51
C 3.2371 -17.0779 0.8835 -0.66 0.65 -0.68
C 14.0209 -16.7651 -3.4908 -0.14 0.16 0.91
C 7.8463 -20.1868 -1.3469 0.66 -0.23 1.26
C 12.6929 -18.7290 -4.3277 -1.30 -0.13 0.08
C 8.8034 -19.4156 -3.7860 -1.37 -0.79 0.87
C 8.8816 -19.2671 -1.4462 -1.08 0.85 -1.96
C 9.5309 -18.5936 -0.3129 0.46 0.17 1.47
C 12.1693 -13.7634 -5.2309 -0.29 0.84 0.52
C 2.9783 -16.0003 0.0287 -0.19 0.01 0.97
C 4.0415 -18.0280 -4.5877 -0.30 1.67 1.37
C 7.8677 -16.5213 -0.1885 0.58 0.37 -0.44
C 8.5837 -17.6812 0.5097 0.43 0.39 -0.78
C 3.4846 -20.1797 -5.4016 -0.35 -0.35 -0.02
C 14.4708 -19.1840 -2.6365 -0.47 0.55 -0.41
C 14.0755 -18.2531 -3.8590 0.47 -0.29 0.51
C 7.0684 -14.4343 -5.4962 0.85 1.52 -0.21
C 15.0951 -18.5355 -4.9819 0.32 0.89 0.37
C 10.7321 -12.1959 -2.7480 0.46 -0.05 1.56
C 9.6333 -14.4672 -5.5072 0.41 0.24 0.42
C 10.7166 -13.8773 -4.7467 -0.58 0.10 -1.23
C 7.2573 -20.6940 -2.4770 -0.65 -0.45 -0.43
C 8.6993 -13.5719 -3.6068 1.23 1.07 0.08
H 2.7152 -17.1489 1.8247 0.01 0.05 0.14
H 7.8677 -18.3085 1.0096 -0.47 -0.13 0.42
H 7.5822 -20.5173 -0.3382 -0.17 -0.01 -0.39
H 9.2635 -19.2444 -4.7495 0.23 0.82 0.10
H 7.5681 -11.8000 -2.9643 0.19 -0.86 -0.04
H 13.8857 -16.2280 -4.4021 -0.42 0.47 -0.53
H 9.1982 -15.8276 -7.0642 0.36 0.78 -0.66
H 9.2542 -17.2233 1.2300 -0.17 0.07 0.52
H 12.8032 -19.6104 -5.0153 -0.29 0.75 0.73
H 12.0731 -18.9844 -3.4310 0.54 -0.08 -0.75
H 16.1136 -18.4530 -4.5838 -0.15 -0.26 0.08
H 14.2836 -20.2241 -2.9595 -0.25 0.27 0.34
H 6.2748 -14.5446 -4.7510 -0.10 0.44 -0.70
H 4.2256 -18.9442 1.1491 0.12 0.26 -0.27
H 14.9332 -16.3430 -3.0440 -0.16 -0.59 0.07
H 6.7274 -13.3439 -2.7825 0.03 -0.05 0.22
H 15.0412 -17.9248 -6.8845 -0.06 0.00 0.36
H 11.3043 -12.6793 -1.8824 -0.71 0.47 -1.02
H 14.9176 -19.5678 -5.3209 0.13 0.33 -0.25
H 15.9057 -18.9949 -1.2542 -0.31 -0.03 -1.04
H 7.1153 -16.7663 -0.9672 0.71 -0.26 0.39
H 6.9787 -13.4673 -6.1469 -0.30 -1.63 1.16
H 8.0376 -12.8494 -1.6313 -0.33 -0.31 -0.73
H 2.2952 -15.2278 0.3967 0.24 -0.19 -0.38
H 1.7174 -20.3850 -6.5869 0.00 0.32 -0.11
H 7.4036 -20.8381 -4.6161 0.10 0.03 -0.05
H 2.5023 -16.5157 -4.7845 -0.10 0.35 -0.19
H 13.8119 -18.8400 -1.8188 0.09 -0.54 -0.26
H 9.8850 -11.6107 -2.2888 1.10 -0.25 -0.42
H 1.1771 -18.0113 -6.4483 -0.33 0.52 0.39
H 3.6746 -21.2520 -5.4278 0.10 0.20 -0.11
H 12.3452 -12.7688 -5.7197 -0.27 -0.72 0.26
H 10.3845 -18.0208 -0.7110 -0.14 -0.19 0.28
H 12.8859 -13.8053 -4.3838 -0.49 -0.19 -0.40
H 9.2848 -15.0127 -0.3024 -0.26 -0.39 -0.02
H 7.3166 -15.9223 0.5438 0.19 -0.01 -0.03
H 6.3948 -21.3666 -2.3993 0.42 0.18 0.00
H 9.9194 -19.3149 0.4758 -0.28 0.57 -1.23
H 7.0617 -15.2808 -6.1934 -0.10 0.09 0.20
H 5.1982 -19.8017 -4.2619 1.48 -0.31 0.69
H 12.4198 -14.5510 -5.9463 -0.05 0.09 0.23
H 10.7782 -14.9718 -7.2468 -0.75 0.09 -0.19
H 3.3780 -15.0246 -1.8735 0.38 -1.09 0.69
H 5.5402 -18.7576 -0.9941 -1.05 0.77 0.12
H 9.2083 -14.0425 -7.6123 0.56 -0.92 0.53
H 11.4900 -11.5052 -3.2109 -0.97 -0.67 0.11

[2]
98
Properties=species:S:1:pos:R:3:forces:R:3 method="wB97M-V/def2-TZVPD" max_force_ha_per_bohr=0.0451 multiplicity=2 total_energy_ev=-151111.4889 total_charge=+3 lumo_ev="-9.747 / -8.954" s2=0.894 e_homo_ev="-15.3 / -15.3"
As 2.6103 -0.1726 -1.7175 0.39 -0.98 -0.75
V 1.2324 0.8046 0.2232 -0.20 0.95 0.41
Si -4.0778 -1.7384 0.1427 0.05 0.12 -0.01
O 2.1525 2.2666 -0.4684 0.73 1.01 0.34
O -1.6544 0.6785 -2.1578 0.09 0.12 0.03
N 1.2508 0.5058 3.1290 0.27 -0.07 0.20
N -0.9610 -0.1892 4.0646 0.07 0.20 0.04
N 2.0290 0.9404 2.0735 0.47 0.58 0.47
N -1.0852 2.8078 -2.7668 0.31 0.01 0.01
N -1.6761 1.2186 0.8884 -0.22 0.21 0.04
N -1.9659 -1.1444 4.1356 -0.02 -0.38 -0.46
N -0.5297 1.8757 1.2294 0.17 -0.38 -0.23
N 0.7671 -0.8332 0.7351 -0.38 -2.28 -0.04
N 0.3187 1.5068 -1.4072 0.21 0.49 0.05
N -0.4074 -0.7243 1.5837 -0.16 0.39 0.95
C -5.0927 -0.9115 1.5076 0.03 -0.24 -0.16
C -0.1002 -2.9384 0.8310 0.21 0.37 -0.12
C -0.9958 0.5808 5.2332 0.02 0.23 -0.05
C -2.2652 -1.2938 0.6668 -0.15 0.35 -0.10
C 3.7177 -3.5406 -5.0380 0.07 0.01 -0.08
C 1.0196 -2.2266 0.6257 -0.31 -0.75 0.21
C -2.2852 2.9133 -3.6016 -0.32 0.00 -0.12
C 0.1417 4.2210 1.6496 0.00 -0.02 -0.01
C 4.5057 -0.6601 -1.6699 -0.16 0.10 0.17
C -0.8651 1.5946 -2.1025 -0.42 -0.26 -0.13
C -0.2349 3.8454 -2.6315 -0.05 -0.07 0.04
C -1.9757 0.1044 6.0179 -0.02 -0.02 0.00
C 1.5797 -1.6359 -2.5617 0.18 0.17 0.02
C 1.6531 -1.6883 -5.0715 -0.04 0.03 0.17
C -2.2030 3.3396 0.9342 0.11 0.05 -0.02
C 1.1456 2.5511 -1.2376 -0.86 1.06 -1.61
C -1.6116 -0.1624 0.9257 -0.01 -0.74 -0.08
C -2.5541 -0.9946 5.2905 0.21 0.16 -0.06
C -4.3661 -0.9441 -1.5278 0.04 -0.19 0.16
C -4.1473 -3.6075 0.1532 0.02 0.31 -0.03
C 3.2226 -3.0356 -3.8476 -0.12 0.09 0.09
C 2.1788 -2.1089 -3.8515 0.04 -0.11 -0.16
C 2.1477 -2.1935 -6.2634 0.07 0.00 -0.04
C 3.0537 1.4820 3.9936 -0.07 0.05 -0.14
C 0.8823 3.7886 -1.8514 0.41 -0.05 0.26
C 4.1820 2.1239 1.7469 -0.09 0.05 -0.10
C 1.9004 0.8362 4.2969 0.17 -0.13 0.00
C 3.1009 1.5359 2.5785 0.07 -0.09 0.32
C -2.7034 2.0809 0.7155 0.08 -0.06 0.02
C 2.4205 -2.7317 0.5119 -0.12 0.06 0.03
C -1.1664 -2.0797 1.3996 -0.38 -0.24 -0.01
C 3.1837 -3.1173 -6.2485 0.00 0.03 0.02
C -0.8386 3.1727 1.2591 -0.29 0.05 0.01
C 2.7621 1.0292 -3.2305 -0.04 0.28 0.10
C -3.6674 -1.8617 5.7428 -0.13 0.04 -0.05
B -0.0414 -0.1278 2.9964 -0.25 -0.04 0.04
H 4.7273 -1.1024 -2.6408 -0.02 0.00 -0.01
H 3.6329 -3.3779 -2.9024 -0.01 -0.07 -0.02
H -5.3172 -1.2863 -1.9417 -0.02 0.01 0.04
H -4.4838 -0.6016 2.3596 0.03 -0.03 -0.01
H 1.1485 3.8143 1.7324 0.01 0.02 0.01
H -0.3624 1.4434 5.3534 -0.05 -0.03 0.05
H -2.7411 4.2722 0.8955 -0.04 -0.03 0.02
H 3.8925 3.1127 1.3870 0.00 -0.01 0.00
H -3.5818 -1.1913 -2.2431 0.00 -0.05 0.02
H 2.7745 -2.9766 1.5160 0.02 0.04 -0.01
H -1.5458 -2.4388 2.3534 0.12 0.03 0.21
H -3.6933 1.7269 0.4741 0.00 0.01 0.02
H -0.1507 4.6441 2.6120 0.06 -0.01 0.02
H -5.1706 -3.9375 -0.0360 0.00 -0.01 0.01
H 4.8071 -1.3447 -0.8822 -0.11 -0.01 0.03
H -2.1318 3.6683 -4.3675 0.09 0.01 0.03
H 1.5597 4.6202 -1.7342 -0.05 0.04 -0.07
H -0.4930 4.7409 -3.1825 -0.02 0.00 0.01
H -0.1914 -4.0111 0.7539 0.05 -0.02 0.05
H 1.4820 -2.4622 -1.8644 -0.03 0.04 0.08
H -3.5187 -4.0391 -0.6280 0.00 0.02 -0.02
H -3.1499 3.1873 -2.9976 0.05 -0.03 0.05
H 2.4819 -3.6430 -0.0795 -0.04 0.04 -0.07
H 3.7873 1.8714 4.6790 0.02 -0.05 0.00
H 3.5734 -3.5091 -7.1780 -0.02 -0.03 0.00
H 5.0651 0.2696 -1.5663 0.01 -0.01 -0.02
H -2.2830 0.4654 6.9855 0.03 0.04 -0.02
H 3.0852 -1.9775 0.1099 0.10 -0.05 -0.05
H -3.5251 -2.1395 6.7860 0.01 -0.08 -0.02
H 0.1404 5.0398 0.9313 0.02 -0.01 -0.02
H 1.7912 1.2919 -3.6439 -0.01 -0.06 0.00
H -5.8440 -1.6073 1.8873 0.00 0.00 -0.01
H 0.8290 -0.9823 -5.0803 -0.02 -0.03 -0.04
H 4.3867 1.5002 0.8776 0.07 0.02 0.00
H 1.7162 -1.8789 -7.2041 0.02 0.02 0.00
H 1.5209 0.5359 5.2584 -0.02 -0.04 -0.05
H 5.0864 2.2371 2.3384 0.03 -0.06 -0.01
H -3.7461 -2.7534 5.1259 0.00 -0.01 0.03
H -5.6387 -0.0416 1.1374 0.04 0.01 -0.04
H 3.3341 0.5009 -3.9913 -0.01 -0.07 0.03
H 0.5903 -1.1980 -2.7176 -0.02 -0.03 0.04
H -4.6091 -1.3109 5.6865 0.00 -0.02 0.01
H 3.3009 1.9335 -2.9502 0.01 -0.02 0.02
H -2.4822 1.9526 -4.0675 0.06 0.00 0.00
H -4.4103 0.1443 -1.4577 0.00 0.00 0.03
H 4.5118 -4.2751 -5.0262 0.01 0.02 0.01
H -3.8428 -4.0293 1.1134 -0.03 0.03 0.03